## P
Below is a cluster of 2 separate species, C2H3ClO2 in total, with properties calculated with ωB97M-V with the def2-TZVPD basis set.

For the HOMO energy, the calculation gives -8.9 eV. The value obtained for the HOMO-LUMO gap is 9.141 eV.

```
8
C2H3ClO2 (ωB97M-V with the def2-TZVPD basis set)
Cl 1.84707 -1.12795 1.87220
O -0.67982 0.37768 1.55305
O 1.68020 -0.42787 0.40527
C -0.21884 0.26325 0.52220
C -0.58988 0.22532 -0.87081
H -0.38080 1.08894 -1.46470
H -1.63821 0.24660 -0.78190
H -0.01973 -0.64597 -1.23532
```

Results of the Löwdin charge analysis, in e, for atoms 1 through 4:
1 Cl 0.521
2 O 0.212
3 O -0.776
4 C -0.282


## Q
Below is a cluster of 2 separate species, C2H3ClO2 in total, with properties calculated with ωB97M-V with the def2-TZVPD basis set.

For the HOMO energy (alpha / beta), the calculation gives -8.2 / -8.2 eV. The value obtained for the HOMO-LUMO gap (alpha / beta) is 8.405 / 8.543 eV.

```
8
C2H3ClO2 (ωB97M-V with the def2-TZVPD basis set)
Cl -2.03871 1.35306 0.09568
O 2.16215 2.13807 -0.09030
O -0.76226 -0.90225 0.04077
C 1.38848 1.28180 0.11106
C -0.73843 0.28109 -0.51139
H 1.60508 0.34523 0.71793
H -0.76110 0.22843 -1.56204
H -0.85915 -0.75240 0.94474
```

Results of the Löwdin charge analysis, in e, for atoms 1 through 4:
1 Cl 0.552
2 O 0.055
3 O -0.029
4 C -0.093


## R
Below is an isolated molecule of C2H3ClO2, with properties calculated with ωB97M-V with the def2-TZVPD basis set.

As for the SMILES: CC(=O)OCl. For the HOMO energy, the calculation gives -10.9 eV. The value obtained for the HOMO-LUMO gap is 10.720 eV.

```
8
C2H3ClO2 (ωB97M-V with the def2-TZVPD basis set)
Cl 2.94869 0.48254 0.00637
O 0.81092 -1.45857 0.05455
O 1.27393 0.72913 -0.23004
C 0.40022 -0.36179 -0.06112
C -1.03325 0.07961 0.05282
H -1.28138 1.15979 0.39131
H -1.55759 -0.01765 -1.02540
H -1.56153 -0.61307 0.81151
```

Results of the Löwdin charge analysis, in e, for atoms 1 through 4:
1 Cl 0.688
2 O 0.102
3 O -0.501
4 C -0.623


Looking at the structures above, R is most stable, and the difference to the next one is 0.0590 hartree.